# C66H74BrClN8O16P2S

A cluster of 7 separate species, C66H74BrClN8O16P2S in total in a non-equilibrium geometry (ωB97M-V/def2-TZVPD, the OMol25 dataset).

* frontier orbital gap: 5.3 eV
* SMILES string: CC[C@H](Cl)c1c2c(c(P(C)CC)c(Br)c1P(O)(O)=S)C(=O)N(CCCCCCCCCCCCn1cccc1)C2=O.O=[N+]([O-])c1ccccc1.O=[N+]([O-])c1ccccc1.O=[N+]([O-])c1ccccc1.O=[N+]([O-])c1ccccc1.O=[N+]([O-])c1ccccc1.O=[N+]([O-])c1ccccc1
* relative energy (zero: lowest compared OMol25 entry of this formula, charge and spin): 1947.4 kJ/mol

Positions of all 169 atoms, in Å:
C 0.38 -1.64 3.48
C -1.12 -1.34 4.16
C -2.35 -1.57 3.11
Cl -1.64 -2.32 1.57
C -3.25 -0.30 2.67
C -2.64 1.20 2.74
C -3.51 2.53 2.36
C -5.10 2.38 1.88
P -5.96 4.04 1.48
C -7.78 4.09 2.17
C -5.98 4.17 -0.47
C -7.18 3.32 -1.17
C -5.69 0.87 1.77
Br -7.64 0.72 1.18
C -4.82 -0.52 2.13
P -5.73 -2.14 1.86
O -7.13 -2.19 2.95
O -6.37 -2.19 0.20
S -4.81 -3.81 2.05
C -2.67 3.93 2.56
O -2.96 5.21 2.30
N -1.37 3.42 3.11
C -0.72 4.16 4.26
C 0.85 4.56 4.07
C 1.48 4.34 2.58
C 1.56 5.74 1.67
C 1.37 5.28 0.09
C 2.74 4.59 -0.55
C 2.88 2.99 -0.22
C 3.56 2.10 -1.41
C 2.89 0.57 -1.54
C 2.78 -0.21 -0.10
C 3.65 -1.64 -0.07
C 2.88 -2.79 -0.98
N 2.03 -3.76 -0.15
C 0.68 -4.09 -0.78
C -0.11 -5.15 0.21
C 0.97 -5.35 1.43
C 2.33 -4.47 1.15
C -1.24 1.89 3.11
O 0.01 1.53 3.36
H 1.15 -1.32 4.34
H 0.62 -0.93 2.58
H 0.58 -2.77 3.28
H -1.15 -0.33 4.76
H -1.18 -2.18 5.00
H -3.10 -2.30 3.70
H -8.15 5.21 2.32
H -8.54 3.51 1.49
H -7.81 3.57 3.24
H -4.89 3.86 -0.80
H -6.09 5.34 -0.68
H -7.27 3.65 -2.31
H -8.23 3.40 -0.66
H -6.81 2.19 -1.22
H -7.05 -1.45 3.64
H -6.91 -3.05 0.19
H -1.35 5.16 4.44
H -0.85 3.54 5.26
H 1.48 3.97 4.87
H 0.99 5.71 4.34
H 2.61 4.02 2.74
H 0.99 3.50 1.94
H 2.68 6.13 1.75
H 0.82 6.57 2.03
H 0.52 4.47 -0.05
H 1.09 6.25 -0.52
H 2.66 4.74 -1.74
H 3.71 5.20 -0.24
H 3.51 2.88 0.77
H 1.78 2.56 -0.06
H 4.74 1.96 -1.26
H 3.44 2.57 -2.50
H 1.77 0.71 -1.93
H 3.48 -0.09 -2.33
H 3.17 0.40 0.81
H 1.64 -0.49 0.07
H 3.76 -1.97 1.05
H 4.72 -1.42 -0.51
H 2.25 -2.28 -1.85
H 3.70 -3.45 -1.51
H 0.31 -3.63 -1.80
H -1.17 -5.61 0.03
H 0.72 -6.04 2.34
H 3.32 -4.37 1.80
C -1.26 -9.36 -3.73
C -1.11 -8.19 -2.97
C 0.00 -8.04 -2.14
C 0.96 -9.06 -2.08
C 0.80 -10.24 -2.83
C -0.31 -10.38 -3.65
N 2.15 -8.90 -1.23
O 2.24 -7.85 -0.57
O 2.99 -9.81 -1.22
H -2.13 -9.47 -4.37
H -1.85 -7.40 -3.03
H 0.11 -7.13 -1.56
H 1.54 -11.04 -2.78
H -0.44 -11.29 -4.24
C -9.28 10.19 -0.08
C -10.63 10.00 0.22
C -11.12 8.72 0.48
C -10.24 7.63 0.44
C -8.89 7.81 0.13
C -8.41 9.09 -0.13
N -10.75 6.28 0.73
O -11.95 6.16 0.98
O -9.93 5.34 0.72
H -8.90 11.19 -0.28
H -11.30 10.86 0.25
H -12.17 8.59 0.71
H -8.20 6.97 0.09
H -7.36 9.25 -0.37
C 2.93 -7.06 -7.97
C 2.36 -7.55 -6.79
C 1.03 -7.99 -6.79
C 0.29 -7.95 -7.98
C 0.87 -7.45 -9.16
C 2.19 -7.01 -9.15
N -1.09 -8.44 -8.00
O -1.57 -8.85 -6.93
O -1.70 -8.42 -9.08
H 3.97 -6.72 -7.96
H 2.94 -7.58 -5.88
H 0.60 -8.37 -5.87
H 0.30 -7.41 -10.09
H 2.64 -6.62 -10.06
C 3.96 -2.29 7.74
C 4.61 -1.26 7.05
C 5.17 -1.50 5.80
C 5.08 -2.79 5.25
C 4.44 -3.82 5.94
C 3.88 -3.57 7.19
N 5.66 -3.05 3.92
O 6.23 -2.11 3.34
O 5.53 -4.18 3.45
H 3.52 -2.09 8.72
H 4.67 -0.26 7.49
H 5.67 -0.69 5.28
H 4.37 -4.83 5.52
H 3.38 -4.36 7.74
C 8.18 4.48 2.83
C 7.35 3.69 2.03
C 6.58 2.68 2.61
C 6.65 2.47 4.00
C 7.49 3.26 4.80
C 8.26 4.26 4.20
N 5.82 1.43 4.62
O 5.10 0.75 3.88
O 5.89 1.30 5.85
H 8.78 5.27 2.37
H 7.29 3.87 0.96
H 5.93 2.08 1.98
H 7.56 3.10 5.87
H 8.91 4.88 4.82
C 1.65 1.63 -8.63
C 2.32 2.82 -8.34
C 3.03 2.96 -7.15
C 3.07 1.88 -6.25
C 2.39 0.69 -6.54
C 1.68 0.57 -7.73
N 3.84 2.00 -5.00
O 4.40 3.08 -4.78
O 3.87 1.02 -4.25
H 1.10 1.53 -9.57
H 2.29 3.65 -9.05
H 3.55 3.89 -6.94
H 2.41 -0.15 -5.84
H 1.16 -0.35 -7.96